Entry 1:
A cluster of 2 separate species, C3H3F3O in total in a non-equilibrium geometry, computed with ωB97M-V/def2-TZVPD.

Geometry as ORCA input:
```
! RIJCOSX wB97M-V def2-TZVPD def2/J DEFGRID3
* xyz 0 1
C 1.20402 -1.08412 0.19079
C 0.87318 -0.03627 -0.52398
C -0.99446 0.88452 -0.17959
O -1.84834 -0.00883 0.31367
F 2.31279 -1.82727 -0.01237
F 1.46758 0.48021 -1.58745
F -0.68194 1.87798 0.67079
H 0.63362 -1.43921 1.02987
H -1.24128 1.24986 -1.17153
H -1.72517 -0.09687 1.26980
*
```

Results
- Energy relative to the best compared isomer or geometry (same formula, charge and spin): 72.2 kcal per mole
- Energy: -13356.31704 eV
- HOMO: -0.3557 hartree
- Lowest unoccupied orbital energy: 0.6 eV

=====

Entry 2:
A structure of composition C3H3F3O13S3Sn in a non-equilibrium geometry, computed with ωB97M-V/def2-TZVPD.

Geometry as ORCA input:
```
! RIJCOSX wB97M-V def2-TZVPD def2/J DEFGRID3
* xyz -4 1
Sn -0.89293 0.40155 1.11901
S -4.11861 0.33403 2.74917
O -3.10915 -0.72535 3.03155
O -5.49394 -0.20647 2.59061
O -4.41213 1.18743 3.92660
O -3.61640 1.05469 1.59417
S -0.73921 3.76025 -0.28341
O 0.34600 4.68302 -0.66482
O -0.40457 2.38122 -0.71888
O -0.82268 3.73170 1.19097
O -2.04398 4.11346 -0.86697
C -0.42338 -3.81389 -1.91039
C -0.76560 -2.76574 -0.80812
O -1.32340 -3.12752 0.26008
O -0.45966 -1.57256 -1.01370
H 0.61496 -3.85177 -2.24403
H -0.98295 -3.43672 -2.77016
H -0.71677 -4.83678 -1.67388
C 4.21878 -0.40636 -0.21809
F 5.35382 -0.39493 -0.92740
F 3.53922 -1.52532 -0.37815
F 4.56514 -0.23734 1.09686
S 3.10153 1.08641 -0.70752
O 3.08713 1.11104 -2.14935
O 1.78742 0.78402 -0.09531
O 3.71138 2.27193 -0.12885
*
```

Results
- Energy: -76259.78896 eV
- HOMO: 0.1347 hartree
- Lowest unoccupied orbital energy: 8.3 eV

=====

Entry 3:
A cluster of 2 separate species, C3H3F6N in total in a non-equilibrium geometry, computed with ωB97M-V/def2-TZVPD.

Geometry as ORCA input:
```
! RIJCOSX wB97M-V def2-TZVPD def2/J DEFGRID3
* xyz 0 1
C 0.50777 0.45352 -0.30771
C -0.77416 -0.06415 1.70518
C 0.84117 -0.95890 -0.79680
N -0.25622 1.07338 -1.19047
F -0.08112 -0.74310 2.58042
F -1.83965 -0.67041 1.22128
F -1.05578 1.12887 2.33704
F 1.25597 -1.68301 0.14964
F -0.20344 -1.59818 -1.44669
F 1.83419 -0.88219 -1.68526
H 1.24260 1.13109 -0.08872
H -1.16075 0.71714 -1.55957
H -0.31059 2.09594 -0.91834
*
```

Results
- Energy relative to the best compared isomer or geometry (same formula, charge and spin): 66.1 kcal per mole
- Energy: -20952.17555 eV
- HOMO: -0.3113 hartree
- Lowest unoccupied orbital energy: 0.4 eV

=====

Entry 4:
A cluster of 2 separate species, C3H3F6N3O3 in total in a non-equilibrium geometry, computed with ωB97M-V/def2-TZVPD.

Geometry as ORCA input:
```
! RIJCOSX wB97M-V def2-TZVPD def2/J DEFGRID3
* xyz 0 1
C -2.30152 0.36216 -0.05561
C -0.06267 -0.38510 -0.03888
C 1.28843 -0.23247 0.72876
N 0.25224 0.27246 -1.96899
N -0.47618 -1.67151 -0.51675
N 1.55018 1.23480 1.19328
O 1.10532 1.49905 2.24807
O 2.17178 1.89989 0.43449
O -0.98795 0.43960 0.50986
F 1.14593 -0.91185 1.94764
F 2.41779 -0.62250 0.19492
F -0.15897 1.58199 -1.84519
F 1.61836 0.32068 -2.04634
F -0.77838 -2.46101 0.58879
F 0.68289 -2.31175 -0.93856
H -2.04956 0.46368 -1.17853
H -2.77189 1.07108 0.49408
H -2.64583 -0.54920 0.24897
*
```

Results
- Energy relative to the best compared isomer or geometry (same formula, charge and spin): 0.0 kcal per mole
- Energy: -30063.84586 eV
- HOMO: -0.3804 hartree
- Lowest unoccupied orbital energy: -0.8 eV

=====

Entry 5:
A cluster of 2 separate species, C3H3FN2O in total in a non-equilibrium geometry, computed with ωB97M-V/def2-TZVPD.

Geometry as ORCA input:
```
! RIJCOSX wB97M-V def2-TZVPD def2/J DEFGRID3
* xyz 0 1
C -0.14446 0.03411 0.94643
C -1.37548 -0.43100 0.44483
C 0.51100 0.32255 -0.17001
N -0.08253 0.24241 -1.33143
N -1.30210 -0.25596 -0.93645
O 2.76247 1.20154 0.00452
F 3.38697 0.06713 -0.22889
H 0.27857 0.21911 1.97376
H -2.25829 -0.71061 1.03007
H -1.77616 -0.68928 -1.73283
*
```

Results
- Energy relative to the best compared isomer or geometry (same formula, charge and spin): 210.7 kcal per mole
- Energy: -10895.75281 eV
- HOMO (spin up / spin down): -0.3586 / -0.3585 hartree
- Lowest unoccupied orbital energy (spin up / spin down): -1.8 / -1.8 eV

=====

Entry 6:
The molecule C3H3FN2S in a non-equilibrium geometry, computed with ωB97M-V/def2-TZVPD.

Geometry as ORCA input:
```
! RIJCOSX wB97M-V def2-TZVPD def2/J DEFGRID3
* xyz 0 1
F 2.52052 -0.01055 0.09210
C 1.25940 -0.27104 -0.02728
C 0.59924 -1.51090 -0.26801
N -0.72066 -1.23281 -0.29420
C -0.97203 0.06145 -0.19335
S -2.41774 0.91517 0.10066
N 0.24905 0.72331 -0.01649
H 1.10393 -2.34845 -0.66321
H -2.09297 2.02064 0.98651
H 0.47127 1.65319 0.28327
*
```

Results
- Energy relative to the best compared isomer or geometry (same formula, charge and spin): 30.0 kcal per mole
- Energy: -19691.13387 eV
- HOMO: -0.3018 hartree
- Structure (SMILES): Fc1cnc(S)[nH]1
- Lowest unoccupied orbital energy: 0.4 eV

=====

Entry 7:
The molecule C3H3FN2S2 in a non-equilibrium geometry, computed with ωB97M-V/def2-TZVPD.

Geometry as ORCA input:
```
! RIJCOSX wB97M-V def2-TZVPD def2/J DEFGRID3
* xyz 0 1
F -1.59279 -2.16960 0.12895
C -0.87896 -1.08697 0.09628
C -1.21233 0.08081 0.76330
N -0.11381 0.87003 0.64358
S -0.16578 2.59252 0.93215
N 0.74887 0.29226 -0.11415
C 0.47150 -0.96940 -0.44874
S 1.50969 -1.87579 -1.67391
H -2.23636 0.44980 0.93727
H 1.04787 2.55813 0.23095
H 2.42211 -0.74179 -1.49568
*
```

Results
- Energy relative to the best compared isomer or geometry (same formula, charge and spin): 34.9 kcal per mole
- Energy: -30524.78088 eV
- HOMO: -0.3125 hartree
- Structure (SMILES): Fc1cn(S)nc1S
- Lowest unoccupied orbital energy: 0.1 eV

=====

Entry 8:
The molecule C3H3FN2S2 in a non-equilibrium geometry, computed with ωB97M-V/def2-TZVPD.

Geometry as ORCA input:
```
! RIJCOSX wB97M-V def2-TZVPD def2/J DEFGRID3
* xyz 0 1
F -0.21822 -0.69170 -2.60079
C -0.07094 -0.40892 -1.31025
C 0.92261 -0.91044 -0.52435
N 0.72549 -0.36497 0.73380
S 1.66651 -0.52047 2.18329
N -0.33107 0.50780 0.71400
C -0.77188 0.52776 -0.52505
S -2.13739 1.40251 -1.07815
H 1.74415 -1.57895 -0.74972
H 0.84765 0.16186 3.02625
H -2.37692 1.87551 0.13098
*
```

Results
- Energy relative to the best compared isomer or geometry (same formula, charge and spin): 10.5 kcal per mole
- Energy: -30525.83807 eV
- HOMO: -0.3066 hartree
- Structure (SMILES): Fc1cn(S)nc1S
- Lowest unoccupied orbital energy: 0.5 eV

=====

Entry 9:
A structure of composition C3H3FN4 in a non-equilibrium geometry, computed with ωB97M-V/def2-TZVPD.

Geometry as ORCA input:
```
! RIJCOSX wB97M-V def2-TZVPD def2/J DEFGRID3
* xyz 0 1
C -1.42240 -0.16900 0.48461
C -0.87303 1.32554 0.15964
C 0.01684 -0.47040 0.27120
H -1.86094 -0.36752 1.43470
H -0.99420 1.84298 -0.94563
H -0.72979 2.12982 0.86991
N 0.39636 0.72050 -0.10784
N 1.68146 0.79005 -0.24040
N 2.13327 -0.45531 -0.07893
N 1.06601 -1.28631 0.13929
F -2.18703 -0.67829 -0.53738
*
```

Results
- Energy relative to the best compared isomer or geometry (same formula, charge and spin): 59.0 kcal per mole
- Energy: -11833.13305 eV
- HOMO: -0.4012 hartree
- Lowest unoccupied orbital energy: 0.6 eV

=====

Entry 10:
The molecule C3H3FO in a non-equilibrium geometry, computed with ωB97M-V/def2-TZVPD.

Geometry as ORCA input:
```
! RIJCOSX wB97M-V def2-TZVPD def2/J DEFGRID3
* xyz 0 1
C -0.37676 0.35310 1.12586
C -0.71137 -0.32158 0.04242
C 1.31332 -0.05745 -0.96186
O 0.03398 -0.31285 -1.10712
F 1.81706 -0.01525 -2.20147
H -0.99543 0.33392 2.00523
H -1.60352 -0.91876 -0.07215
H 0.52272 0.93888 1.16910
*
```

Results
- Energy relative to the best compared isomer or geometry (same formula, charge and spin): 40.3 kcal per mole
- Energy: -7921.54543 eV
- HOMO: -0.3741 hartree
- Lowest unoccupied orbital energy: 0.5 eV

=====

Entry 11:
A cluster of 2 separate species, C3H3FO2 in total in a non-equilibrium geometry, computed with ωB97M-V/def2-TZVPD.

Geometry as ORCA input:
```
! RIJCOSX wB97M-V def2-TZVPD def2/J DEFGRID3
* xyz 0 1
C 1.70674 -0.21881 -0.99299
C -1.47079 -0.12834 0.27919
C -0.12958 0.13435 0.78868
O 2.34637 -1.18336 -1.26261
O -0.90277 1.18205 0.32715
F 1.99818 1.01464 -1.35846
H -1.58208 -0.58105 -0.60379
H -2.37689 -0.28610 1.08580
H 0.41081 0.06661 1.73703
*
```

Results
- Energy relative to the best compared isomer or geometry (same formula, charge and spin): 110.8 kcal per mole
- Energy: -9966.75391 eV
- HOMO (spin up / spin down): -0.3416 / -0.3264 hartree
- Lowest unoccupied orbital energy (spin up / spin down): -0.2 / -0.7 eV

=====

Entry 12:
A structure of composition C3H3FO2Rb in a non-equilibrium geometry, computed with ωB97M-V/def2-TZVPD.

Geometry as ORCA input:
```
! RIJCOSX wB97M-V def2-TZVPD def2/J DEFGRID3
* xyz 0 2
H 2.14302 -0.12802 -0.92376
O -0.68808 -0.12756 -1.13521
O -1.66783 0.68092 0.70054
C 1.41594 -0.68370 -0.32910
C 0.66481 0.02808 0.73694
C -0.66071 0.32494 0.05239
H 1.32891 -1.76779 -0.41273
H 0.51259 -0.54753 1.65967
Rb -4.43866 0.88575 -1.54232
F 1.39002 1.33490 1.19358
*
```

Results
- Energy relative to the best compared isomer or geometry (same formula, charge and spin): 0.0 kcal per mole
- Energy: -10624.64670 eV
- HOMO (spin up / spin down): -0.2229 / -0.2909 hartree
- Lowest unoccupied orbital energy (spin up / spin down): -1.4 / -1.4 eV